Entry 1:
56
Properties=species:S:1:pos:R:3:forces:R:3 method="wB97M-V/def2-TZVPD" total_charge=+1 homo_ev=-11.44 energy_ha=-1420.77301
C -1.4926 -1.4714 4.1663 0.338 -0.680 0.015
C -1.1619 -2.5606 3.1265 -0.194 0.110 0.756
O -2.1855 -2.8566 2.2036 0.281 0.122 -0.284
C -2.6487 -1.7599 1.4464 -0.190 -0.320 -0.416
C -1.5408 -0.8737 0.8584 -0.845 0.014 1.208
C -1.9798 -0.1754 -0.3854 -0.985 0.454 2.372
O -1.3480 -0.2598 -1.3552 2.001 -0.410 -3.662
O -3.1368 0.5619 -0.3807 -0.094 -0.225 0.591
C -2.9925 1.9298 -0.0230 -0.202 1.560 0.683
C -2.4743 2.1755 1.3903 0.463 -0.566 -0.253
S -4.7183 2.5775 -0.0973 -0.644 -0.677 -0.385
C -2.1677 2.7401 -1.0088 -0.044 -0.046 -0.729
O -0.7897 2.5693 -0.7868 -0.205 -0.037 0.468
C 0.0488 3.5233 -1.3891 1.032 -0.046 0.132
C 1.1270 3.9777 -0.4088 0.028 0.182 -0.642
H -2.3900 -0.9077 3.9534 -0.028 0.292 -0.254
H -1.6580 -1.9485 5.1220 -0.183 -0.081 0.288
H -0.6254 -0.8390 4.3044 -0.011 0.485 -0.045
H -0.9916 -3.4782 3.6704 -0.032 -0.395 -0.022
H -0.2058 -2.3478 2.6459 0.035 0.225 -0.403
H -3.2041 -2.1792 0.6145 -0.159 -0.334 -0.071
H -3.3782 -1.1891 2.0135 0.028 0.378 0.141
H -0.6497 -1.4481 0.6578 0.060 -0.228 -0.340
H -1.2719 -0.1464 1.6145 0.161 0.344 0.094
H -1.4057 2.0047 1.4478 0.275 -0.060 -0.037
H -2.9580 1.5333 2.1112 -0.389 -0.032 0.190
H -2.6259 3.2125 1.6372 -0.188 0.326 0.190
H -4.5290 3.8940 0.0911 0.447 -0.206 0.065
H -2.4436 3.7860 -0.9029 0.048 0.269 0.213
H -2.4363 2.4667 -2.0296 -0.103 -0.216 -0.139
H 0.5397 3.0594 -2.2443 -0.080 -0.067 -0.318
H -0.4484 4.4226 -1.7425 -0.569 -0.111 -0.129
H 2.0250 4.2096 -0.9740 0.251 0.005 -0.031
H 1.3688 3.2167 0.3214 -0.070 -0.114 0.227
H 0.8355 4.9053 0.0595 -0.118 0.080 0.545
C 3.2317 -2.0888 -2.7157 -0.059 -0.273 0.054
N 2.7382 -2.0694 -1.2950 0.081 -0.020 -0.172
C 3.6155 -2.9930 -0.5090 -0.160 0.130 0.105
C 1.3323 -2.5748 -1.2563 0.095 0.073 -0.035
C 2.8453 -0.6920 -0.6641 0.038 0.049 -0.207
C 2.0127 0.4030 -1.2982 -0.381 0.052 -0.415
O 2.4261 0.6333 -2.6398 -0.069 -0.151 -0.044
H 3.3666 -3.1301 -3.0040 0.025 0.002 0.073
H 2.4948 -1.6366 -3.3634 0.063 0.201 0.006
H 4.1794 -1.5619 -2.7625 -0.041 0.071 -0.072
H 3.5448 -3.9888 -0.9377 0.012 -0.003 0.012
H 3.2705 -3.0031 0.5225 0.053 -0.029 0.006
H 4.6381 -2.6285 -0.5628 0.009 -0.033 0.014
H 0.6999 -1.9329 -1.8634 -0.046 0.029 0.078
H 0.9940 -2.5740 -0.2224 -0.019 -0.047 -0.037
H 1.3212 -3.5854 -1.6574 0.001 -0.014 0.033
H 3.9023 -0.4286 -0.7059 0.008 -0.026 0.025
H 2.5459 -0.8183 0.3765 0.041 0.046 0.019
H 2.1620 1.3234 -0.7287 0.035 -0.156 0.270
H 0.9445 0.1694 -1.2734 0.052 0.005 0.186
H 1.6478 0.8524 -3.1670 0.148 0.097 0.083


Entry 2:
61
Properties=species:S:1:pos:R:3:forces:R:3 method="wB97M-V/def2-TZVPD" total_charge=-1 homo_ev=-3.60 energy_ha=-1524.65554
Ag -0.2278 -0.4593 -0.6504 0.264 -1.470 -0.553
C -0.5718 -0.6299 -3.8456 1.392 -4.200 1.532
O -0.3004 0.3112 -2.8605 -0.336 3.959 1.303
O -0.1694 -1.8187 -3.2051 -1.897 2.214 -2.956
C -2.0728 -0.4344 -4.3659 1.485 -1.755 0.513
F -2.0919 -0.4846 -5.7506 -0.397 -0.859 0.937
F -2.9317 -1.3562 -3.8108 0.456 1.269 -1.209
F -2.4933 0.7846 -4.1141 -1.123 1.127 0.615
C 0.7582 1.2255 -3.0551 0.442 0.764 -0.433
C 0.8747 2.2571 -1.9242 0.023 -0.811 1.413
H 1.4374 1.8263 -1.0960 0.433 -0.198 -0.026
H 1.3537 3.2139 -2.1322 -0.043 -0.129 -0.577
H -0.0464 2.4561 -1.3764 -0.506 0.146 -0.734
H 0.7399 1.8040 -3.9787 -0.864 -0.085 -0.478
H 1.6924 0.6772 -3.1762 0.252 -0.336 0.406
H -0.0433 -0.2824 -4.7333 0.686 -0.276 -0.614
C -1.5249 -2.7726 1.2903 -0.031 -0.570 0.158
C 0.0079 -2.6267 1.2232 0.220 0.289 -0.766
C 0.7129 -3.4218 2.3487 0.107 -1.268 -2.055
O 0.5102 -2.7742 -0.0935 -0.505 0.673 1.989
H -1.8909 -3.6391 0.7397 0.335 0.048 -0.589
H -2.0157 -1.8786 0.9055 -0.086 -0.075 -0.114
H -1.9106 -3.0027 2.2835 0.079 0.493 0.552
H 0.2470 -1.6126 1.5434 -0.242 1.048 0.424
H 0.6393 -4.4641 2.0386 -0.372 -0.517 0.315
H 0.3193 -3.2992 3.3577 0.299 0.296 -0.023
H 1.7750 -3.2710 2.1556 0.220 0.502 0.813
C -3.8711 0.0894 -0.8933 -0.684 -1.356 -0.048
C -3.4094 0.9721 0.2419 -0.773 0.801 -1.563
C -3.7073 0.5050 1.6408 0.273 -0.541 0.993
O -5.0971 0.4613 1.8510 -1.701 0.167 -0.232
C -5.5786 0.0809 3.1413 1.856 -0.420 -0.004
N -1.9880 1.2996 -0.1066 -0.564 -0.120 1.409
H -3.3842 -0.8813 -0.8005 0.359 -0.053 -0.224
H -3.6652 0.4838 -1.8884 0.406 0.216 0.261
H -4.9288 -0.1721 -0.9274 -0.249 0.359 0.491
H -3.9254 1.9233 0.1112 -0.496 0.120 0.351
H -3.3177 1.1693 2.4121 0.580 0.426 -0.079
H -3.2396 -0.4648 1.8109 -0.050 -0.359 0.077
H -5.2005 0.7004 3.9546 -0.004 0.821 -0.097
H -5.1014 -0.8639 3.4015 -0.444 -0.614 -0.077
H -6.6634 0.0311 3.2355 0.164 0.034 -0.681
H -1.5405 1.5278 0.7696 0.443 0.200 0.332
H -2.1833 2.2040 -0.5116 1.062 0.141 -0.662
C 4.5744 -0.6261 1.4490 0.155 -0.028 0.355
C 3.6050 0.3651 0.7907 -0.851 -1.603 -0.663
C 4.2505 1.4941 0.0029 -0.559 1.217 1.581
O 4.2180 2.6269 0.9121 1.177 0.928 0.246
C 5.4018 2.8861 1.6837 -0.159 -0.834 -0.969
N 2.6967 -0.3760 -0.1289 0.476 0.907 0.202
H 4.1504 -1.1906 2.2795 -0.477 0.321 0.157
H 5.4637 -0.1434 1.8542 0.217 -0.013 -0.145
H 4.8311 -1.4362 0.7663 0.401 0.317 -0.385
H 2.9636 0.8309 1.5389 0.198 0.107 0.076
H 3.6258 1.8655 -0.8095 -0.081 -0.552 -0.129
H 5.2514 1.2889 -0.3769 0.205 -0.070 0.122
H 5.5441 2.1738 2.4965 -0.256 -0.074 0.255
H 5.4224 3.8996 2.0842 -0.418 -0.033 -0.159
H 6.2644 2.7535 1.0307 0.295 0.188 -0.072
H 3.2607 -0.5038 -0.9570 -0.323 -0.416 -0.527
H 2.5002 -1.3019 0.2236 -0.469 -0.467 -0.032


Entry 3:
64
Properties=species:S:1:pos:R:3:forces:R:3 method="wB97M-V/def2-TZVPD" total_charge=+1 homo_ev=-11.44 energy_ha=-2670.33403
Zr -0.3107 -0.6538 -0.1944 -0.048 -1.258 0.637
Cl -1.9003 -1.2947 1.8831 0.651 0.359 -0.838
Cl 0.0928 0.1389 -2.5403 -0.114 -0.191 0.410
Cl 0.4647 -3.0527 -0.5468 -0.395 1.173 0.146
C -3.7446 1.7002 1.1183 -0.521 0.104 0.037
C -3.0757 1.4821 -0.2126 0.317 -0.209 0.714
O -1.9952 0.8951 -0.3071 0.541 -0.095 -0.167
N -3.7031 1.9326 -1.2893 -0.947 0.633 -0.835
C -3.2767 1.7518 -2.6697 0.741 0.745 -0.058
H -3.3540 1.0292 1.8780 0.144 -0.139 -0.208
H -4.8149 1.5192 0.9948 0.015 -0.047 0.134
H -3.6561 2.7236 1.4876 0.208 0.072 -0.228
H -4.5323 2.4947 -1.1772 -0.019 -0.206 0.360
H -3.7422 2.4827 -3.3320 -0.503 -0.088 0.333
H -3.4976 0.7551 -3.0402 0.310 -0.115 0.022
H -2.2243 2.0324 -2.7359 0.144 -0.765 -0.062
C 2.1720 2.2272 1.8064 0.384 0.275 0.038
C 1.1055 2.2829 0.7574 -0.423 -0.714 -0.327
O 0.5483 1.2636 0.3329 -0.586 0.213 -0.014
N 0.8095 3.4663 0.2362 0.713 0.812 0.489
C -0.1201 3.7494 -0.8321 -0.527 -0.598 -0.450
H 2.6445 1.2503 1.8579 -0.086 -0.059 -0.402
H 1.8159 2.4220 2.8182 -0.260 0.268 -0.133
H 2.9019 2.9873 1.5211 0.210 -0.099 0.405
H 1.3051 4.2517 0.6296 -0.047 -0.016 -0.042
H -1.1500 3.6818 -0.4802 -0.014 0.116 0.044
H -0.0130 3.0206 -1.6373 0.110 -0.080 0.100
H 0.0612 4.7362 -1.2461 0.102 0.069 0.189
C 3.6835 1.1565 -1.5547 0.116 -0.152 -0.181
C 3.4058 -0.2051 -0.9497 0.664 0.501 -0.652
O 2.3201 -0.5142 -0.5009 -0.765 -0.271 0.422
N 4.4251 -1.0773 -1.0408 -0.457 -0.367 0.191
C 4.3103 -2.4577 -0.5868 0.702 0.155 0.492
H 3.2759 1.0771 -2.5653 0.003 0.328 -0.011
H 4.7426 1.4081 -1.6064 0.040 -0.216 -0.093
H 3.2030 1.9783 -1.0337 -0.336 -0.157 0.081
H 5.2727 -0.7937 -1.4953 0.079 0.101 0.028
H 3.3326 -2.6507 -0.1570 -0.187 0.147 -0.340
H 5.0432 -2.5970 0.2142 0.001 -0.205 -0.091
H 4.5392 -3.1554 -1.3882 -0.173 -0.031 -0.057
C -4.5092 -1.6841 -1.3042 -0.260 0.190 -0.098
C -3.1359 -1.9810 -1.8206 0.686 -0.182 0.044
O -2.1360 -1.5815 -1.2168 0.761 0.539 0.356
N -3.0092 -2.7079 -2.9321 -0.811 0.049 -0.045
C -1.7590 -3.0764 -3.5631 0.559 0.718 -0.370
H -5.2767 -1.9816 -2.0176 -0.086 -0.220 0.233
H -4.6417 -0.6162 -1.1285 0.277 0.064 -0.144
H -4.6342 -2.1363 -0.3210 -0.038 -0.274 -0.117
H -3.8583 -3.1227 -3.2822 0.056 0.066 -0.125
H -1.4225 -4.0529 -3.2322 0.158 -0.022 -0.035
H -1.0126 -2.3033 -3.3750 0.011 -0.252 0.606
H -1.8344 -3.0103 -4.6501 -0.479 -0.465 0.047
C 2.3115 -2.3763 3.0242 0.163 -1.250 0.114
C 1.4373 -1.1797 2.8375 -0.002 -0.247 -0.159
O 1.0342 -0.8881 1.7143 -0.639 0.236 -0.700
N 1.0650 -0.4653 3.9036 0.211 0.060 0.516
C 1.6497 -0.5424 5.2322 0.282 -0.422 0.075
H 1.9167 -3.0009 3.8311 0.176 0.215 0.158
H 3.3770 -2.2149 3.1930 -0.130 0.514 0.296
H 2.2842 -3.0355 2.1556 -0.336 0.442 -0.264
H 0.3691 0.2498 3.7699 -0.102 -0.074 -0.360
H 2.5598 0.0564 5.3008 -0.118 0.165 0.094
H 1.9364 -1.5622 5.4879 -0.120 -0.015 -0.144
H 0.9242 -0.2311 5.9780 -0.007 0.170 -0.061